[1]
152
Properties=species:S:1:pos:R:3:lowdin_charge:R:1 method="wB97M-V/def2-TZVPD" e_homo_ha="-0.23528 / -0.37014" e_tot_ev=-92729.9644 s_squared=0.751 gap_ev="4.063 / 6.990" molar_mass_g_mol=929.132 lumo_energy_ev="-2.34 / -3.08" total_charge=+1 multiplicity=2
Na -1.354 0.948 1.575 0.33
Na -0.050 -2.298 0.563 0.42
Na -0.863 0.653 -2.378 0.48
O 2.707 -0.536 -0.453 0.09
C 1.656 0.339 -0.456 -0.79
O 0.837 0.456 0.538 -0.11
O 1.414 0.990 -1.463 -0.04
H 2.835 -0.419 -1.397 0.09
C -6.920 1.686 5.551 -0.14
O -6.229 0.723 4.833 -0.19
C -5.982 0.989 3.438 -0.18
C -5.019 -0.069 2.825 -0.16
N -3.563 0.089 2.982 -0.05
C -3.147 -0.213 4.361 -0.19
C -1.705 -0.451 4.736 -0.16
O -0.888 0.636 4.175 -0.20
C 0.452 0.202 4.029 -0.12
H -6.261 2.529 5.759 0.08
H -7.091 1.199 6.511 0.09
H -7.890 2.103 5.280 0.09
H -5.732 2.048 3.498 0.08
H -6.829 1.197 2.784 0.12
H -5.125 0.105 1.755 0.11
H -5.474 -1.031 3.062 0.12
H -2.995 -0.454 2.347 0.06
H -3.732 -1.000 4.836 0.13
H -3.392 0.688 4.922 0.12
H -1.285 -1.426 4.490 0.10
H -1.505 -0.393 5.805 0.13
H 0.888 0.360 5.016 0.10
H 1.077 0.805 3.371 0.07
H 0.605 -0.748 3.519 0.08
C 1.686 -2.897 5.392 -0.08
O 0.682 -3.206 4.448 -0.23
C 0.278 -4.545 4.452 -0.18
C -0.955 -4.799 3.392 -0.10
N -0.496 -4.573 1.998 -0.09
C 0.505 -5.490 1.627 -0.24
C 1.146 -5.199 0.316 -0.23
O 1.931 -4.020 0.259 -0.23
C 2.940 -3.924 -0.762 -0.05
H 2.015 -1.912 5.062 0.07
H 2.545 -3.546 5.219 0.09
H 1.358 -2.921 6.431 0.10
H -0.046 -4.878 5.438 0.12
H 1.223 -5.064 4.294 0.10
H -1.718 -4.077 3.679 0.11
H -1.415 -5.785 3.318 0.11
H -1.271 -4.672 1.358 0.11
H 0.244 -6.549 1.627 0.14
H 1.325 -5.493 2.345 0.12
H 0.536 -5.282 -0.583 0.13
H 1.836 -6.001 0.055 0.12
H 3.550 -3.048 -0.539 0.08
H 2.509 -3.893 -1.763 0.09
H 3.575 -4.792 -0.585 0.09
C 4.642 -0.097 2.429 -0.11
O 6.024 -0.325 2.406 -0.18
C 6.466 -1.622 2.693 -0.23
C 7.915 -1.493 3.196 -0.19
N 8.831 -1.200 2.059 -0.06
C 10.146 -0.712 2.525 -0.22
C 11.014 -0.258 1.388 -0.25
O 11.595 -1.274 0.658 -0.15
C 10.699 -2.085 0.004 -0.15
H 4.363 0.814 1.900 0.09
H 4.223 -0.035 3.433 0.08
H 4.161 -0.924 1.907 0.07
H 6.470 -2.333 1.867 0.12
H 5.856 -2.102 3.458 0.11
H 8.182 -2.344 3.823 0.12
H 7.973 -0.757 3.998 0.11
H 8.671 -0.389 1.479 0.10
H 10.583 -1.642 2.888 0.13
H 10.065 0.053 3.298 0.12
H 11.794 0.223 1.979 0.13
H 10.551 0.508 0.766 0.13
H 11.177 -2.661 -0.788 0.09
H 9.968 -1.447 -0.494 0.09
H 10.139 -2.844 0.550 0.08
C 1.230 -1.226 -4.199 -0.02
O -0.171 -1.742 -4.326 -0.22
C -0.822 -1.578 -5.542 -0.25
C -2.264 -2.134 -5.711 -0.16
N -3.031 -1.758 -4.528 -0.04
C -4.484 -2.030 -4.543 -0.21
C -4.897 -3.480 -4.700 -0.22
O -4.269 -4.353 -3.733 -0.17
C -4.216 -5.685 -4.203 -0.11
H 1.189 -0.141 -4.295 0.06
H 1.871 -1.677 -4.957 0.10
H 1.625 -1.371 -3.193 0.07
H -0.086 -1.981 -6.238 0.12
H -0.732 -0.535 -5.844 0.10
H -2.239 -3.218 -5.820 0.12
H -2.505 -1.659 -6.662 0.09
H -2.890 -0.773 -4.355 0.09
H -5.024 -1.522 -5.343 0.11
H -4.954 -1.581 -3.669 0.12
H -4.539 -3.664 -5.712 0.11
H -5.984 -3.427 -4.766 0.13
H -4.026 -6.373 -3.380 0.08
H -3.348 -5.872 -4.836 0.08
H -5.192 -5.918 -4.629 0.09
C 0.255 3.386 1.574 -0.12
O -1.150 3.327 1.640 -0.23
C -1.798 4.444 2.423 -0.11
C -3.311 4.246 2.438 -0.24
N -3.933 4.436 1.137 -0.01
C -5.434 4.293 1.317 -0.17
C -6.180 5.026 2.513 -0.25
O -5.758 6.334 2.526 -0.17
C -6.683 7.161 1.811 -0.09
H 0.622 4.406 1.456 0.09
H 0.557 2.899 0.648 0.07
H 0.771 2.965 2.437 0.09
H -1.637 5.425 1.976 0.13
H -1.390 4.481 3.433 0.13
H -3.639 4.815 3.308 0.12
H -3.597 3.260 2.803 0.11
H -3.920 5.434 0.983 0.10
H -5.644 3.223 1.346 0.09
H -6.029 4.615 0.463 0.10
H -5.890 4.494 3.420 0.10
H -7.251 4.939 2.331 0.12
H -7.699 7.318 2.173 0.09
H -6.754 6.794 0.787 0.08
H -6.303 8.156 1.580 0.09
C -1.450 0.432 -8.239 -0.12
O -1.322 1.670 -7.577 -0.15
C -0.040 2.221 -7.597 -0.26
C -0.156 3.532 -6.866 -0.19
N -0.272 3.351 -5.417 -0.04
C 0.932 2.953 -4.679 -0.21
C 1.604 4.132 -4.083 -0.26
O 1.064 4.949 -3.085 -0.14
C 1.131 4.409 -1.737 -0.10
H -0.619 -0.272 -8.291 0.09
H -1.333 0.621 -9.306 0.09
H -2.369 -0.124 -8.053 0.08
H 0.270 2.488 -8.608 0.12
H 0.883 1.749 -7.260 0.12
H -1.136 3.920 -7.145 0.12
H 0.587 4.287 -7.121 0.13
H -1.062 2.766 -5.188 0.09
H 1.630 2.237 -5.115 0.11
H 0.609 2.431 -3.778 0.08
H 1.589 4.853 -4.900 0.12
H 2.667 4.075 -3.850 0.13
H 1.944 3.769 -1.392 0.08
H 0.189 3.992 -1.382 0.07
H 1.280 5.183 -0.984 0.08

[2]
104
Properties=species:S:1:pos:R:3:lowdin_charge:R:1 method="wB97M-V/def2-TZVPD" e_homo_ha=-0.30622 e_tot_ev=-54327.3683 gap_ev=8.887 molar_mass_g_mol=592.820 lumo_energy_ev=0.55 smiles="COCCNCCOC.COCCNCCOC.COCCNCCOC.COCCNCCOC.NC(N)=O"
C -1.552 2.496 1.463 -0.09
O -1.578 3.449 2.511 -0.23
C -2.736 3.404 3.324 -0.23
C -2.417 4.241 4.552 -0.21
N -1.905 5.570 4.289 -0.04
C -2.911 6.476 3.748 -0.23
C -2.271 7.749 3.234 -0.23
O -1.352 7.600 2.174 -0.18
C -1.787 6.759 1.129 -0.11
H -1.518 1.484 1.872 0.07
H -0.682 2.741 0.859 0.10
H -2.442 2.638 0.834 0.08
H -2.913 2.358 3.611 0.11
H -3.610 3.781 2.773 0.11
H -1.673 3.691 5.135 0.11
H -3.292 4.326 5.204 0.12
H -1.132 5.486 3.637 0.10
H -3.579 6.748 4.570 0.12
H -3.525 6.043 2.946 0.10
H -1.756 8.269 4.042 0.12
H -3.083 8.434 2.933 0.12
H -1.876 5.709 1.425 0.07
H -1.072 6.817 0.311 0.09
H -2.763 7.093 0.746 0.09
C -0.734 0.975 4.944 -0.12
O -0.769 -0.422 4.780 -0.18
C 0.439 -0.905 4.227 -0.23
C 0.285 -2.361 3.846 -0.21
N -0.425 -2.483 2.583 -0.06
C -0.586 -3.852 2.132 -0.20
C 0.719 -4.567 1.773 -0.24
O 0.389 -5.715 1.019 -0.19
C 1.532 -6.343 0.514 -0.13
H -1.644 1.247 5.477 0.09
H -0.672 1.514 3.990 0.07
H 0.139 1.284 5.536 0.09
H 1.274 -0.744 4.926 0.12
H 0.707 -0.311 3.339 0.12
H -0.314 -2.821 4.639 0.13
H 1.279 -2.829 3.832 0.11
H 0.075 -1.958 1.864 0.04
H -1.149 -3.842 1.193 0.11
H -1.133 -4.463 2.852 0.12
H 1.289 -4.853 2.671 0.12
H 1.391 -3.922 1.184 0.12
H 2.109 -5.641 -0.111 0.08
H 1.311 -7.193 -0.126 0.08
H 2.177 -6.645 1.349 0.09
C 3.834 0.232 -1.190 -0.09
O 3.445 -0.703 -2.192 -0.23
C 3.582 -2.052 -1.749 -0.23
C 3.743 -2.945 -2.938 -0.21
N 5.082 -2.788 -3.516 -0.06
C 5.144 -3.269 -4.886 -0.23
C 6.506 -3.055 -5.538 -0.24
O 7.493 -4.008 -5.220 -0.19
C 7.865 -4.072 -3.845 -0.10
H 4.876 0.102 -0.897 0.09
H 3.129 0.242 -0.354 0.08
H 3.743 1.221 -1.648 0.09
H 2.702 -2.348 -1.162 0.11
H 4.437 -2.161 -1.073 0.13
H 2.952 -2.736 -3.674 0.12
H 3.626 -3.974 -2.585 0.12
H 5.209 -1.778 -3.534 0.11
H 4.405 -2.729 -5.506 0.12
H 4.898 -4.326 -5.008 0.13
H 6.854 -2.020 -5.430 0.12
H 6.323 -3.248 -6.600 0.12
H 8.607 -4.866 -3.784 0.08
H 7.016 -4.225 -3.187 0.07
H 8.393 -3.146 -3.575 0.09
C -5.272 1.418 1.366 -0.12
O -4.908 1.305 0.017 -0.18
C -4.502 -0.013 -0.284 -0.23
C -4.104 -0.131 -1.727 -0.20
N -3.073 0.881 -2.034 -0.07
C -2.953 1.159 -3.457 -0.20
C -2.344 0.029 -4.240 -0.21
O -0.930 0.075 -4.101 -0.22
C -0.239 -0.940 -4.798 -0.10
H -4.509 1.156 2.109 0.08
H -6.150 0.799 1.602 0.09
H -5.573 2.444 1.579 0.09
H -5.278 -0.737 0.003 0.13
H -3.670 -0.300 0.375 0.11
H -4.940 0.032 -2.423 0.12
H -3.711 -1.138 -1.890 0.12
H -3.342 1.684 -1.479 0.10
H -2.363 2.061 -3.622 0.13
H -3.958 1.395 -3.852 0.12
H -2.597 0.117 -5.306 0.13
H -2.711 -0.961 -3.932 0.12
H -0.671 -1.924 -4.573 0.09
H 0.783 -0.935 -4.422 0.08
H -0.246 -0.781 -5.880 0.09
N 0.634 -0.306 -1.585 0.20
C 0.244 -0.669 -0.332 -0.63
N -1.101 -0.603 -0.113 0.18
O 1.032 -0.967 0.575 -0.02
H 1.608 -0.439 -1.829 0.06
H -0.075 -0.302 -2.310 0.07
H -1.729 -0.305 -0.846 0.05
H -1.481 -0.963 0.746 0.08

[3]
106
Properties=species:S:1:pos:R:3:lowdin_charge:R:1 method="wB97M-V/def2-TZVPD" e_homo_ha="-0.00632 / -0.00712" e_tot_ev=-126825.1424 s_squared=0.775 gap_ev="2.464 / 2.483" molar_mass_g_mol=1061.908 lumo_energy_ev="2.29 / 2.29" total_charge=-2 multiplicity=2
Ca 2.000 -4.286 1.296 1.35
O 1.346 -1.191 4.971 0.22
C 1.425 -1.682 3.916 -0.28
O 1.417 -2.234 2.803 0.06
C -0.273 5.364 7.006 -0.38
O -1.290 5.965 6.924 0.17
O 0.540 4.557 7.192 0.21
C -4.274 4.454 -1.388 -0.04
C -3.762 4.225 -0.018 -0.46
C -4.297 5.124 1.109 -0.05
C -4.221 2.799 0.232 -0.13
C -5.378 2.449 0.861 -0.04
C -5.764 1.117 0.990 -0.07
C -4.919 0.109 0.551 -0.09
C -3.677 0.364 -0.051 -0.31
P -2.447 -0.803 -0.543 1.14
C -3.322 -1.986 -1.628 -0.36
C -2.763 -2.143 -2.911 -0.11
C -3.180 -3.092 -3.806 -0.09
C -4.224 -3.927 -3.465 -0.08
C -4.760 -3.865 -2.171 -0.08
C -4.320 -2.895 -1.268 -0.09
C -2.553 -1.856 0.940 -0.37
C -1.820 -3.023 0.879 -0.10
C -1.714 -3.805 2.019 -0.11
C -2.345 -3.440 3.172 -0.15
C -3.066 -2.286 3.290 -0.09
C -2.991 -1.363 2.205 -0.07
C -3.358 1.747 -0.131 -0.14
O -2.052 2.026 -0.598 -0.04
C -1.414 3.214 -0.346 -0.17
C -0.013 3.361 -0.544 -0.26
C 0.600 4.501 -0.023 -0.12
C -0.188 5.497 0.542 -0.13
C -1.542 5.466 0.640 -0.06
C -2.228 4.373 0.023 -0.05
P 0.924 1.948 -1.367 1.14
C 2.662 2.225 -0.899 -0.41
C 3.680 2.004 -1.796 -0.09
C 5.014 2.157 -1.417 -0.07
C 5.326 2.230 -0.054 -0.11
C 4.311 2.386 0.837 -0.12
C 2.966 2.529 0.441 -0.10
C 0.923 2.581 -3.087 -0.38
C 1.245 3.841 -3.624 -0.08
C 0.970 4.153 -4.984 -0.10
C 0.546 3.163 -5.855 -0.10
C 0.334 1.849 -5.360 -0.08
C 0.380 1.648 -4.002 -0.12
H -5.402 4.350 -1.386 0.11
H -3.902 3.773 -2.200 0.12
H -4.164 5.470 -1.717 0.08
H -5.389 5.008 1.174 0.07
H -4.113 6.248 0.906 0.11
H -3.752 4.862 2.021 0.10
H -6.036 3.218 1.264 0.10
H -6.694 0.813 1.463 0.10
H -5.198 -0.922 0.614 0.09
H -1.949 -1.467 -3.228 0.10
H -2.705 -3.265 -4.764 0.11
H -4.708 -4.564 -4.254 0.12
H -5.471 -4.619 -1.837 0.10
H -4.736 -2.853 -0.296 0.08
H -1.570 -3.375 -0.095 0.09
H -1.321 -4.869 1.879 0.13
H -2.160 -4.074 4.046 0.10
H -3.627 -2.041 4.237 0.11
H -3.230 -0.331 2.322 0.09
H 1.634 4.816 -0.267 0.12
H 0.330 6.390 1.005 0.12
H -2.119 6.268 1.181 0.11
H 3.314 2.039 -2.858 0.12
H 5.757 1.981 -2.172 0.09
H 6.397 2.250 0.318 0.12
H 4.517 2.287 1.926 0.11
H 2.171 2.740 1.182 0.10
H 1.811 4.597 -3.093 0.10
H 0.998 5.191 -5.322 0.09
H 0.560 3.280 -6.920 0.09
H 0.098 1.026 -6.051 0.11
H 0.009 0.706 -3.611 0.08
N 0.191 -6.889 -1.216 0.11
C 0.892 -5.969 -0.535 -0.65
O 0.338 -4.975 0.051 -0.30
C 2.369 -6.159 -0.343 -0.16
I -0.763 -7.901 -4.272 -0.70
H -0.752 -6.556 -1.405 0.06
H 0.588 -7.586 -1.829 -0.03
H 2.801 -7.022 -0.865 0.01
H 2.947 -5.303 -0.671 -0.02
N 9.676 -2.303 4.720 0.06
C 8.561 -2.272 4.326 -0.25
C 7.289 -2.488 3.737 -0.33
C 7.232 -3.682 3.099 -0.11
C 6.397 -3.905 2.028 -0.07
C 5.493 -2.912 1.625 -0.33
C 5.561 -1.701 2.297 -0.10
C 6.258 -1.559 3.452 -0.07
C 4.416 -3.040 0.738 -0.13
C 3.466 -2.526 0.026 -0.32
H 7.808 -4.540 3.474 0.12
H 6.378 -4.852 1.563 0.09
H 4.989 -0.821 1.833 0.13
H 6.175 -0.590 3.968 0.10
S 1.425 -2.422 -1.938 0.54
C 2.465 -2.505 -0.825 -0.93

Number 1: F_max 4.7 eV/A. Number 2: F_max 1.2 eV/A. Number 3: F_max 7.0 eV/A.